Record 1
The following is a quantum chemistry calculation of a molecular structure, C28H34Br12N2O4S2 in a non-equilibrium geometry, from the Open Molecules 2025 dataset.

Each line ends with the Löwdin charge.
Element x y z (Å)
C  10.1619  -2.5260  0.8276  0.007
C  9.8710  -1.3132  -0.1378  -0.493
O  10.4525  -1.2010  -1.1823  0.118
O  8.9492  -0.3457  0.2696  -0.062
C  7.6016  -0.8672  0.1500  -0.180
C  7.0394  -0.3679  -1.2493  -0.159
C  6.5476  1.1334  -1.0031  -0.206
C  5.1144  1.0382  -0.3154  -0.180
C  4.8609  2.4456  0.4020  -0.188
N  3.5617  2.9651  -0.1016  0.048
C  2.4861  2.1453  0.3696  -0.518
O  2.5265  1.4283  1.3392  0.122
O  1.3205  2.1694  -0.4070  -0.052
C  0.2516  2.6542  0.4412  -0.180
C  -1.0185  2.8517  -0.5054  -0.210
C  -1.0817  1.5919  -1.4414  -0.457
S  -2.7124  1.2859  -2.2419  0.862
C  -3.9553  0.8967  -0.9704  -0.949
S  -4.4582  2.0280  0.1431  0.666
N  -4.5638  -0.4097  -0.9276  -0.106
C  -5.0719  -0.7580  0.3962  -0.277
C  -6.5287  -0.9527  0.5018  -0.001
C  -7.1400  -1.2893  1.7891  -0.071
C  -6.3458  -1.4892  3.0146  -0.077
C  -4.8990  -1.2890  2.8871  -0.086
C  -4.2790  -0.9276  1.6074  -0.046
C  -3.7341  -1.4565  -1.5242  -0.248
C  -4.0866  -1.8659  -2.9011  -0.022
C  -3.3375  -2.9245  -3.5567  -0.094
C  -2.2137  -3.6262  -2.8988  -0.078
C  -1.8362  -3.1949  -1.5613  -0.062
C  -2.6034  -2.1204  -0.9003  -0.017
H  11.1502  -2.3606  1.3377  0.095
H  9.3659  -2.5007  1.6201  0.080
H  10.1519  -3.4675  0.2292  0.091
H  7.0104  -0.4428  1.0007  0.123
H  7.5523  -1.9862  0.2408  0.127
H  7.8248  -0.3620  -2.0439  0.087
H  6.1239  -0.9530  -1.5212  0.113
H  6.5311  1.7417  -1.9414  0.061
H  7.2036  1.6653  -0.2579  0.111
H  5.0585  0.2437  0.4709  0.104
H  4.3436  0.8096  -1.0969  0.110
H  5.6716  3.1628  0.0947  0.119
H  4.8799  2.3122  1.5191  0.122
H  3.4116  3.9485  0.1330  0.135
H  0.4678  3.6274  0.9517  0.135
H  -0.0351  1.8717  1.1983  0.133
H  -0.9556  3.8174  -1.0843  0.122
H  -1.8895  2.9618  0.1879  0.058
H  -0.3371  1.6938  -2.2807  0.094
H  -0.7827  0.6732  -0.8747  0.085
H  -7.1795  -0.8207  -0.3907  0.112
H  -8.2530  -1.4027  1.8612  0.100
H  -6.8549  -1.7627  3.9646  0.101
H  -4.2923  -1.4265  3.8194  0.097
H  -3.1809  -0.7610  1.6001  0.100
H  -4.9286  -1.3687  -3.4347  0.115
H  -3.5831  -3.2628  -4.6055  0.063
H  -1.6718  -4.4610  -3.4114  0.098
H  -0.9848  -3.7060  -1.0488  0.101
H  -2.2681  -1.8413  0.1208  0.089
C  -5.7693  2.2118  3.9994  -1.598
Br  -4.8132  1.5853  5.5626  0.583
Br  -7.6340  2.5512  4.3853  0.577
Br  -4.9103  3.7485  3.1974  0.552
H  -5.7365  1.4099  3.2650  -0.064
C  -5.4172  -6.6197  -4.0503  -1.616
Br  -5.0967  -5.6137  -5.6736  0.572
Br  -3.8304  -7.5576  -3.4638  0.557
Br  -6.1567  -5.5089  -2.6504  0.567
H  -6.1626  -7.3722  -4.2847  -0.032
C  -6.3228  4.3162  7.9859  -1.641
Br  -5.3674  3.6909  9.5484  0.556
Br  -8.1873  4.6554  8.3723  0.556
Br  -5.4630  5.8534  7.1846  0.553
H  -6.2908  3.5158  7.2527  -0.103
C  5.2633  1.4689  -5.4852  -1.617
Br  5.5521  2.4460  -7.1292  0.566
Br  6.8743  0.5823  -4.8840  0.599
Br  4.5039  2.5914  -4.1039  0.580
H  4.5352  0.6937  -5.6997  -0.029

Properties
Kohn-Sham gap in eV: 7.72



Record 2
The following is a quantum chemistry calculation of 2 unconnected molecules or ions with the total composition C2H2Cl2O2S in a non-equilibrium geometry, from the Open Molecules 2025 dataset.

Each line ends with the Löwdin charge.
Element x y z (Å)
C  0.4695  -0.0982  -0.6807  -0.297
C  -0.6862  -0.5782  -0.0663  -1.074
O  2.3773  0.2657  2.4865  -0.683
O  0.3437  0.5529  -1.7700  -0.007
S  1.9809  1.4354  1.6714  0.685
Cl  -2.2208  -0.3224  -1.1216  0.535
Cl  -0.9492  0.1093  1.4922  0.632
H  -0.6268  -1.7319  0.1290  0.124
H  -0.6884  0.3675  -2.1405  0.085

Properties
Kohn-Sham gap (spin up / spin down) in eV: 7.41 / 7.50



Record 3
The following is a quantum chemistry calculation of 9 unconnected molecules or ions with the total composition C13H43N10O11 in a non-equilibrium geometry, from the Open Molecules 2025 dataset.

Each line ends with the Löwdin charge.
Element x y z (Å)
O  -0.0102  -0.6153  -0.6819  0.046
C  -0.4137  0.3436  0.1182  -0.857
O  -1.0422  0.0700  1.1265  -0.016
O  -0.2604  1.5029  -0.3380  -0.058
H  0.1443  0.0105  -1.3934  0.079
C  0.4802  3.9785  2.1324  -0.787
O  0.9400  4.7662  2.9318  0.004
N  0.5516  4.1153  0.8600  0.167
N  -0.3378  2.9448  2.4143  0.164
H  0.2008  3.3551  0.2951  0.060
H  1.1935  4.7914  0.4712  0.113
H  -0.1652  2.2440  1.7077  0.040
H  -0.6499  2.6563  3.3306  0.095
C  2.7153  -2.5667  -0.9667  -0.836
O  3.6645  -3.2732  -1.2994  -0.026
N  2.5874  -1.2765  -1.2595  0.150
N  1.6968  -3.0032  -0.2860  0.159
H  1.7817  -0.8063  -0.8723  0.038
H  3.4127  -0.7986  -1.5920  0.073
H  1.6165  -4.0060  -0.1965  0.105
H  0.8573  -2.4503  -0.1876  0.070
C  -1.7729  -2.8508  3.0921  -0.864
O  -2.0329  -3.4783  4.0800  0.015
N  -0.5570  -2.6325  2.7003  0.185
N  -2.6497  -2.4842  2.2659  0.192
H  0.2552  -2.9912  3.1818  0.094
H  -0.3856  -2.0065  1.9265  0.074
H  -3.6398  -2.6349  2.3969  0.129
H  -2.2754  -2.0409  1.4392  0.082
C  -0.1006  4.0923  -3.0555  -0.866
O  -0.3720  4.9566  -3.9029  -0.029
N  1.1115  3.8191  -2.6003  0.144
N  -0.9192  3.2515  -2.6645  0.192
H  1.7499  4.4267  -3.0936  0.096
H  1.2716  3.2075  -1.8126  0.065
H  -0.6892  2.6107  -1.9184  0.072
H  -1.8020  3.5555  -3.0496  0.123
C  -3.5955  -1.1570  -4.0793  -0.081
C  -2.2165  -1.5250  -4.6525  -0.442
C  -1.3778  -0.3100  -4.9028  -0.276
O  -2.1584  0.6892  -5.5432  -0.191
C  -1.4096  1.7852  -5.9620  -0.159
N  -1.5275  -2.3636  -3.6622  0.031
H  -4.2659  -2.0163  -4.0961  0.059
H  -4.1189  -0.4683  -4.7426  0.059
H  -3.5810  -0.8032  -3.0485  0.065
H  -2.2706  -2.0720  -5.5938  0.131
H  -0.5367  -0.6463  -5.5091  0.093
H  -0.9225  0.1535  -4.0275  0.096
H  -1.6605  2.0221  -6.9959  0.073
H  -0.3246  1.8076  -5.8597  0.079
H  -1.7796  2.6326  -5.3848  0.067
H  -1.0372  -3.1355  -4.0910  0.038
H  -0.9172  -1.8417  -3.0496  0.042
C  2.4023  0.4085  2.0822  -0.059
C  3.0735  -0.0649  3.3842  -0.391
C  2.1458  -1.0296  4.2433  -0.164
O  2.8805  -1.2651  5.4515  -0.198
C  2.4145  -2.3459  6.2163  -0.129
N  4.2824  -0.7426  2.9216  0.023
H  1.4755  0.9570  2.2506  0.058
H  2.1090  -0.3957  1.4074  0.058
H  3.1885  1.0382  1.6656  0.081
H  3.4923  0.7750  3.9383  0.129
H  1.9669  -1.9600  3.7044  0.099
H  1.2114  -0.5030  4.4374  0.125
H  1.3628  -2.6139  6.1149  0.088
H  2.5613  -2.0077  7.2420  0.078
H  3.0717  -3.2048  6.0801  0.079
H  4.2833  -1.7004  3.2421  0.056
H  4.0867  -0.9555  1.9539  0.043
O  -2.4402  1.1663  3.4070  -0.071
H  -1.9290  0.8154  2.6778  -0.024
H  -3.2949  0.7428  3.3267  0.025
O  -3.7785  -0.5552  0.1270  -0.072
H  -2.9381  -0.2471  0.4662  -0.022
H  -4.0829  0.1536  -0.4397  0.022

Properties
⟨S²⟩: 0.75
Kohn-Sham gap (spin up / spin down) in eV: 1.97 / 9.00
Charge: -2
Spin multiplicity: 2



Record 4
The following is a quantum chemistry calculation of CH2O2S4 in the gas phase in a non-equilibrium geometry, from the Open Molecules 2025 dataset.

Each line ends with the Löwdin charge.
Element x y z (Å)
C  -1.2700  0.2667  -0.1725  -0.640
O  1.5151  -2.3944  -0.2060  -0.478
O  -0.3605  -0.7892  -0.3103  -0.521
S  -0.5326  1.8835  -0.5057  0.477
S  1.1018  1.7742  0.7704  0.069
S  2.3630  0.3868  -0.1463  0.198
S  1.0118  -1.2627  0.5225  0.672
H  -2.1298  0.0302  -0.8510  0.105
H  -1.6986  0.1050  0.8991  0.119

Properties
Kohn-Sham gap in eV: 9.05



Record 5
The following is a quantum chemistry calculation of a molecular structure, C37H70BeBrCl4F10KNO14P2S in a non-equilibrium geometry, from the Open Molecules 2025 dataset.

Each line ends with the Löwdin charge.
Element x y z (Å)
C  -8.8595  0.5277  -1.2021  -0.132
C  -7.8242  -0.6628  -1.5763  -0.262
C  -7.2019  -0.3574  -3.0158  -0.285
C  -5.8877  -1.2549  -3.3184  -0.238
C  -6.3751  -2.6117  -3.9930  -0.202
C  -5.1605  -3.5653  -4.4476  -0.211
C  -3.7974  -2.7896  -4.7564  -0.214
C  -2.8144  -3.8624  -5.4515  -0.194
C  -1.2696  -3.6239  -5.1255  -0.170
C  -0.8168  -2.0806  -5.1716  -0.163
C  -0.3381  -1.6093  -3.7271  -0.179
C  -0.3047  -0.0027  -3.6271  -0.172
C  -0.6797  0.4891  -2.1609  -0.195
C  0.1664  -0.2242  -0.9957  -0.182
C  0.7163  0.7763  0.1192  -0.119
C  -0.3899  1.7468  0.7481  -0.203
N  0.2627  3.0991  0.8981  0.064
C  -0.3003  3.9362  2.0055  -0.075
C  -0.1445  3.2367  3.4577  -0.260
C  -1.4011  3.7164  4.3115  -0.185
C  -0.9979  4.3273  5.7592  -0.167
C  -1.2763  5.9176  5.7168  -0.391
C  -2.8472  6.2378  5.6567  -0.112
C  -0.5833  6.6788  6.9676  -0.079
C  -0.0282  1.6334  3.3092  -0.370
P  -0.4140  0.9283  5.0144  0.700
O  -2.0757  0.4664  5.1243  -0.343
Br  0.7771  -1.0223  5.3793  0.241
C  -1.0215  1.2021  2.1326  -0.198
C  -1.4150  -0.3316  2.0883  -0.117
O  -0.2953  -1.2473  2.2544  -0.048
C  -0.6903  -2.5752  2.1486  -0.539
F  -1.5049  -3.0183  3.1925  0.107
F  0.4881  -3.3459  2.2355  0.092
F  -1.2735  -2.9125  0.9297  0.081
H  -8.2469  1.4187  -0.8296  0.077
H  -9.5598  0.2146  -0.3668  0.068
H  -9.4422  0.8353  -2.1232  0.072
H  -7.0337  -0.6543  -0.7573  0.104
H  -8.4447  -1.6121  -1.5936  0.095
H  -7.9766  -0.5906  -3.8148  0.116
H  -6.8915  0.7453  -3.0303  -0.098
H  -5.2322  -0.6079  -4.0004  0.035
H  -5.3913  -1.4429  -2.3069  0.112
H  -6.9696  -3.2206  -3.2235  0.082
H  -7.1014  -2.4148  -4.8480  0.112
H  -5.4383  -4.1102  -5.4198  0.118
H  -4.9692  -4.3791  -3.6720  0.050
H  -3.3508  -2.3137  -3.8258  0.107
H  -4.0197  -1.9476  -5.4850  0.114
H  -2.9567  -3.9152  -6.5764  0.120
H  -3.1145  -4.8891  -5.0377  0.107
H  -0.6747  -4.1767  -5.9298  0.123
H  -1.0322  -4.0643  -4.1055  0.111
H  0.1309  -2.0350  -5.8787  0.157
H  -1.6218  -1.4177  -5.6196  0.112
H  -0.9674  -2.0815  -2.8885  0.117
H  0.7221  -1.9961  -3.5645  0.121
H  -1.1199  0.3913  -4.3278  0.117
H  0.7277  0.3627  -3.9426  0.135
H  -1.7829  0.2719  -1.9314  0.111
H  -0.5113  1.6185  -2.0249  0.106
H  1.0891  -0.7094  -1.4714  0.086
H  -0.4382  -1.0321  -0.4752  0.087
H  1.5279  1.4115  -0.3927  0.143
H  1.2762  0.1784  0.9184  0.122
H  -1.2890  1.9117  0.0573  0.165
H  1.2754  2.9696  1.1113  0.190
H  0.2519  3.6274  0.0038  0.200
H  -1.4035  4.1145  1.7419  0.149
H  0.2058  4.9576  2.0239  0.152
H  0.8194  3.6551  3.8870  0.116
H  -2.2394  2.9428  4.3892  0.073
H  -1.8735  4.6027  3.7563  0.109
H  -1.7157  3.8883  6.5207  0.111
H  0.0878  4.1261  6.0313  0.108
H  -0.8567  6.2873  4.7134  0.129
H  -3.3795  5.6128  4.8554  0.063
H  -3.3808  6.0901  6.6433  0.083
H  -2.9479  7.3241  5.3017  0.080
H  -1.3510  7.4355  7.3372  0.071
H  0.3382  7.2033  6.5364  0.086
H  -0.3043  5.9031  7.7481  0.068
H  1.0261  1.3286  2.9686  0.137
H  -2.5798  0.8533  4.3754  0.045
H  -1.9961  1.7900  2.2792  0.162
H  -1.8384  -0.5278  1.0370  0.145
H  -2.2305  -0.6420  2.8101  0.138
F  0.0762  -0.8304  -6.8557  -0.188
O  2.9878  -1.0732  -1.8576  0.066
C  3.4369  -1.6042  -0.8677  -0.517
O  4.1661  -0.8904  0.0035  0.006
C  4.5936  -1.3728  1.2854  -0.221
C  5.8755  -2.1715  1.1671  -0.053
C  3.2644  -3.0809  -0.6443  0.025
H  3.7935  -1.9306  1.7800  0.109
H  4.7773  -0.4877  1.8987  0.127
H  5.7411  -3.0590  0.5457  0.076
H  6.2227  -2.4892  2.1515  0.063
H  6.6564  -1.5711  0.6950  0.094
H  4.0211  -3.6190  -1.2179  0.104
H  2.2727  -3.3691  -0.9949  0.091
H  3.3193  -3.3783  0.4012  0.067
Be  -5.6591  1.9905  -4.0345  0.308
C  9.9265  -3.0008  5.0700  -0.174
C  8.5269  -3.4438  4.6759  -0.175
O  8.0778  -2.4618  3.7422  -0.217
S  9.3515  -1.9062  2.9020  0.638
O  9.4106  -2.6107  1.6584  -0.220
O  9.3610  -0.4804  2.9876  -0.211
O  10.5121  -2.4922  3.8718  -0.187
H  9.8925  -2.1905  5.8035  0.133
H  10.5232  -3.8226  5.4658  0.135
H  7.8524  -3.4994  5.5297  0.133
H  8.5479  -4.4112  4.1657  0.134
F  3.7237  -0.2605  -10.5556  -0.193
P  3.0789  -0.8896  -9.2152  0.207
F  4.1213  -2.1094  -9.4057  -0.195
F  4.2513  -0.1339  -8.4040  -0.176
F  2.2817  -2.1589  -8.6102  -0.201
F  1.8010  -0.6748  -10.1794  -0.192
F  2.2865  0.0031  -8.1219  -0.181
C  -5.3736  -5.3044  -0.1728  -2.019
Cl  -3.8901  -4.4334  0.2659  0.523
Cl  -6.6948  -4.1396  -0.3977  0.532
Cl  -5.1085  -6.1982  -1.6828  0.542
Cl  -5.8006  -6.4418  1.1223  0.520
C  3.1409  5.3502  4.0329  -0.852
O  4.1821  5.8508  4.5237  -0.057
O  3.2433  3.9839  3.9134  -0.015
O  2.0752  5.8780  3.6554  -0.057
H  4.1482  3.9729  4.2856  0.090
C  5.2972  0.7479  -3.1500  -0.010
C  5.7890  2.1838  -3.1559  -0.711
O  6.2934  2.5840  -4.2314  0.104
O  5.6356  2.8120  -2.0829  0.036
H  5.4630  0.2647  -4.1172  0.088
H  5.8279  0.1783  -2.3831  0.076
H  4.2282  0.7258  -2.9315  0.062
K  0.4354  -0.2495  8.0278  0.707
O  -4.5930  3.3608  5.6013  -0.463
H  -3.7409  2.9501  5.4473  -0.216

Properties
Kohn-Sham gap in eV: 1.06
Charge: -1